# 1
This record from OMol25 describes a 2-piece molecular cluster, C24H27N5O2 overall in a non-equilibrium geometry. The level of theory is wB97M-V/def2-TZVPD.

The geometry in ORCA input format:
```
! RIJCOSX wB97M-V def2-TZVPD def2/J DEFGRID3
* xyz 0 1
H -4.42 -3.39 4.17
H 0.86 4.47 1.71
C 1.24 -0.81 4.29
H -5.30 -3.15 2.64
C 2.33 1.24 3.53
H 0.35 -1.35 4.60
N -5.08 -1.42 3.85
H 5.03 1.64 2.53
H 3.96 -3.27 3.78
H 6.45 -0.78 2.81
C -4.99 1.46 3.88
C 0.27 3.85 1.02
C -6.12 0.70 4.57
C -1.36 0.46 3.35
C 2.46 -1.42 4.43
N -1.16 3.21 -2.11
H -6.79 -0.58 2.98
C -6.32 -0.68 3.97
C -0.95 2.23 0.22
N -0.32 2.65 1.36
H 2.52 -2.43 4.82
H 5.46 -3.24 4.74
H -5.37 1.89 2.94
N 0.06 4.23 -0.26
C 6.11 -0.69 3.85
H 5.94 0.85 5.34
H -2.47 2.30 3.53
C -2.55 1.22 3.49
H -6.18 -3.12 4.19
H 4.68 2.44 4.06
H 5.53 -3.08 2.97
H 6.84 -1.22 4.47
C 4.94 -2.81 3.87
H -0.13 2.21 3.40
H 6.95 1.28 3.96
C -1.51 -0.95 3.11
H -4.69 2.31 4.51
C -3.89 -0.81 3.57
C -5.24 -2.84 3.69
H 2.26 2.27 3.17
H -1.54 1.34 0.04
O -0.87 4.16 -2.84
C 4.82 1.46 3.60
H -6.98 -1.29 4.60
H -0.64 -1.55 2.83
C -2.73 -1.57 3.28
C 3.65 -0.73 4.07
C 1.12 0.51 3.74
O -1.84 2.23 -2.47
H -5.89 0.60 5.64
C -0.71 3.21 -0.76
C 6.02 0.78 4.25
N 4.85 -1.37 3.99
C 3.57 0.66 3.74
H -7.05 1.26 4.49
C -0.12 1.12 3.45
C -3.79 0.62 3.62
H -2.80 -2.65 3.21
*
```

Calculated values
Highest occupied orbital energy = -0.259 Eh
Frontier orbital gap = 0.20184 Eh

# 2
This record from OMol25 describes C24H27NO7S as an isolated structure in a non-equilibrium geometry. The level of theory is wB97M-V/def2-TZVPD.

The geometry in ORCA input format:
```
! RIJCOSX wB97M-V def2-TZVPD def2/J DEFGRID3
* xyz 0 1
C -3.03 0.71 2.17
H -0.67 1.09 7.10
H 1.88 0.00 5.58
C 1.74 -0.96 -5.04
O -3.32 1.97 2.81
C 3.05 -1.65 -4.02
H -0.59 -2.12 4.93
C 3.25 -3.09 -4.10
H -1.54 1.40 4.26
C 4.79 -2.71 -2.51
H -5.23 1.44 3.87
C 0.24 -1.05 -2.64
C -1.09 -0.04 -1.04
H -2.35 -0.78 6.36
O -0.21 0.47 2.86
H -4.22 3.04 4.38
C 4.69 -1.39 -2.38
C 4.24 -3.50 -3.48
H 4.40 -4.72 -3.62
O 1.43 0.05 -4.50
C 0.25 2.78 -4.62
H -0.69 2.56 -6.66
C -0.51 -1.20 -1.58
C 3.58 -0.99 -3.16
C -0.99 -1.33 4.54
H -0.03 -0.87 7.08
C 0.65 0.45 5.49
C -0.41 0.20 6.43
H -1.88 -0.87 0.68
O 1.17 -1.23 3.25
H -1.70 2.96 -4.99
C -2.32 1.13 0.92
S 0.26 -0.40 3.75
N -2.32 0.69 4.99
H -2.18 2.22 0.74
H 3.60 0.26 -3.01
C -0.02 1.39 -2.92
H -0.89 1.14 -5.41
C -1.77 0.11 0.12
H 1.23 2.24 -4.94
H 0.60 -1.89 -3.08
H -1.96 -1.28 3.89
O -0.05 2.54 -3.44
O -3.50 -0.35 2.50
C 0.74 0.01 -3.29
C -1.55 -0.33 5.65
C -0.85 2.33 -5.49
C -0.75 1.46 -1.80
H 5.25 -0.95 -1.53
H 0.85 1.40 5.18
C -4.22 1.94 3.86
H -0.59 -2.16 -0.94
H 2.84 -3.50 -4.96
H 1.13 -2.00 -5.20
H 2.39 -0.66 -5.81
C -3.60 0.98 4.95
H -1.27 2.17 -1.41
H 5.84 -3.27 -1.89
H 0.35 3.85 -4.82
O -4.14 0.33 5.95
*
```

Calculated values
Highest occupied orbital energy = -0.295 Eh
Frontier orbital gap = 0.26174 Eh

# 3
This record from OMol25 describes C24H27OSc as an isolated structure in a non-equilibrium geometry. The level of theory is wB97M-V/def2-TZVPD.

The geometry in ORCA input format:
```
! RIJCOSX wB97M-V def2-TZVPD def2/J DEFGRID3
* xyz 0 1
C -0.89 -2.83 -4.53
H -0.20 -2.95 -3.70
H -0.68 1.57 5.13
H -1.20 -2.33 1.94
H 3.02 -1.09 1.88
C -1.23 1.98 1.61
C 0.35 1.24 5.28
H -1.19 1.91 -1.79
H -3.28 -0.61 -5.51
H 2.06 2.78 0.92
H -3.95 -2.57 -6.91
C -2.68 -1.52 -5.56
C 1.28 1.90 4.26
H -0.85 -4.91 -5.02
H 0.61 0.50 -2.78
H 2.17 -1.44 -0.71
C -1.67 1.78 0.30
Sc 0.42 0.24 1.32
C 0.20 -1.93 0.23
H 0.37 0.14 5.17
C -2.42 -3.87 -6.09
H 0.67 1.49 6.29
C 0.15 2.33 1.87
H 1.69 3.67 5.42
C 1.57 -1.53 0.20
H 0.97 -0.99 -3.87
C -1.49 -1.58 -4.81
C -0.21 -2.02 1.59
H 0.91 -1.62 3.51
C 0.25 -0.35 -3.35
C 0.91 -1.69 2.42
C 2.69 1.31 4.37
C 1.31 3.41 4.42
C -0.80 1.97 -0.78
H -2.74 -4.75 -6.66
H 3.34 1.73 3.59
C -1.14 -0.44 -3.98
H 1.95 3.86 3.66
H -1.89 1.85 2.48
H 0.30 3.83 4.30
H -2.71 1.49 0.12
C 0.73 1.62 2.93
H 2.68 0.22 4.24
O -0.91 -0.94 -2.71
C -3.09 -2.65 -6.26
C -1.34 -3.96 -5.21
H 3.11 1.54 5.35
H -0.38 -2.23 -0.64
C 1.02 2.52 0.72
H -1.57 0.54 -4.21
H 1.20 2.44 -1.42
C 2.02 -1.39 1.56
C 0.54 2.31 -0.56
*
```

Calculated values
Highest occupied orbital energy (spin up / spin down) = -0.211 / -0.211 Eh
Frontier orbital gap (spin up / spin down) = 0.21600 / 0.21608 Eh

# 4
This record from OMol25 describes C24H28AgN2OSbSi as an isolated structure in a non-equilibrium geometry. The level of theory is wB97M-V/def2-TZVPD.

The geometry in ORCA input format:
```
! RIJCOSX wB97M-V def2-TZVPD def2/J DEFGRID3
* xyz 0 1
H -0.52 3.08 0.85
H 2.01 -0.39 3.11
H 2.06 1.34 -6.58
C 1.57 1.24 0.37
O 3.56 0.51 -3.83
Sb -0.75 0.10 -0.38
H 0.68 0.84 3.35
C -3.47 2.85 2.66
C -2.25 3.37 2.18
C -4.89 -1.17 -1.75
C -0.13 -1.73 0.58
C -2.50 -1.10 -1.36
H 4.98 1.05 2.32
H 4.65 1.19 0.53
C -3.71 -0.43 -1.56
N 2.19 1.06 -5.63
C 0.83 -3.96 1.92
N 4.35 0.25 -6.00
H 3.16 3.99 1.09
C 2.63 3.54 2.01
C -0.46 -1.95 1.90
H -5.85 -0.68 -1.97
H 3.98 -0.09 -6.87
H 5.13 -0.19 -5.56
H 1.60 -4.57 -0.03
C 4.25 0.91 1.52
Si 2.57 1.63 1.86
C 1.08 -3.77 0.56
H 3.13 3.86 2.93
C 0.57 -2.68 -0.13
H -3.50 -4.31 -2.11
Ag 2.29 1.19 -2.39
H -3.32 -0.21 1.32
H -4.17 3.57 3.18
H -0.49 -3.46 3.48
H -3.72 0.67 -1.53
H 4.15 -0.21 1.63
C -3.81 1.51 2.38
H -1.42 -2.96 -1.63
C -2.44 -2.48 -1.60
H -4.77 1.08 2.71
C -1.41 2.61 1.39
C -0.06 -3.11 2.53
H -1.09 -1.14 2.30
H 1.61 1.49 -4.94
C 1.73 0.68 3.32
H 0.90 -2.53 -1.14
C -2.87 0.74 1.67
H 1.63 3.87 2.08
H 2.17 0.89 4.29
C -3.58 -3.23 -1.75
C 3.36 0.59 -5.11
H 1.34 -4.82 2.41
H -5.68 -3.17 -1.72
C 1.13 1.53 -0.79
H -1.93 4.36 2.38
C -1.69 1.26 1.19
C -4.78 -2.55 -1.68
*
```

Calculated values
Highest occupied orbital energy = -0.204 Eh
Frontier orbital gap = 0.20108 Eh

# 5
This record from OMol25 describes a 7-piece molecular cluster, C24H28B2F5NO13 overall in a non-equilibrium geometry. The level of theory is wB97M-V/def2-TZVPD.

The geometry in ORCA input format:
```
! RIJCOSX wB97M-V def2-TZVPD def2/J DEFGRID3
* xyz -4 1
H 0.79 7.06 0.13
H -3.60 -2.48 -3.76
H -2.38 -1.57 -2.72
O 5.28 4.44 2.38
C 3.49 -8.06 -2.10
H 4.42 -9.88 -2.76
H -9.23 4.12 1.56
C -6.88 2.95 1.61
C 0.34 7.65 -0.68
O 0.23 6.80 -1.82
C -8.92 3.85 0.55
F -7.03 4.98 2.91
H 6.76 -5.60 -2.36
C 4.88 -3.22 -0.85
H -7.70 2.46 2.13
H -1.51 7.70 0.56
H 0.10 -10.01 -2.12
O 5.50 2.76 3.86
C 4.79 -5.94 -1.68
C 5.98 -3.84 -1.53
O 0.47 2.58 0.85
O 6.75 2.93 1.94
C -1.00 6.86 -2.16
N -0.25 1.73 0.41
O 5.83 -7.85 -2.36
H 2.40 -11.17 -2.83
C 4.77 -7.32 -2.15
B -3.21 -2.25 -2.78
C 5.62 4.67 0.96
H -2.53 -2.84 5.76
F 7.92 4.87 1.52
O -0.35 0.61 0.98
F -1.22 9.39 -0.22
H 5.75 5.73 0.78
H 3.15 -3.56 0.20
H -1.36 -1.82 6.62
C -6.26 3.97 2.53
O -1.74 7.70 -1.52
H -9.76 5.81 0.07
C 7.02 3.98 0.97
H 7.41 3.49 0.08
C 3.85 -4.03 -0.47
C 1.10 -8.26 -1.63
C -1.12 8.08 -0.38
H -8.09 5.51 -0.36
C 1.08 -9.55 -2.12
F -5.26 4.63 1.89
O -0.99 1.98 -0.51
O -6.12 2.02 0.95
F -5.81 3.41 3.68
H 4.99 4.06 0.32
B -1.70 -2.16 5.66
O -7.50 3.59 0.53
C -9.09 5.07 -0.36
C 2.27 -10.15 -2.49
C 3.69 -5.37 -0.90
C 5.83 3.36 2.85
O 1.44 -5.83 -0.08
H 6.78 -3.12 -1.56
H -9.31 4.73 -1.37
C 3.48 -9.38 -2.58
H -2.79 -3.11 -2.29
H 4.88 -2.19 -0.54
H 0.18 -7.86 -1.24
H -2.11 -1.36 5.05
C 2.44 -6.24 -0.70
C 2.33 -7.60 -1.47
H -0.93 -2.60 5.05
H 1.09 8.41 -0.92
O -1.49 6.18 -3.14
C 5.85 -5.16 -1.98
H -9.67 3.10 0.31
H -4.00 -1.84 -2.17
*
```

Calculated values
Highest occupied orbital energy = 0.096 Eh
Frontier orbital gap = 0.07168 Eh

# 6
This record from OMol25 describes C24H28BF4N6NbOS2 as an isolated structure in a non-equilibrium geometry. The level of theory is wB97M-V/def2-TZVPD.

The geometry in ORCA input format:
```
! RIJCOSX wB97M-V def2-TZVPD def2/J DEFGRID3
* xyz 0 1
N 0.54 -1.22 -0.07
C -2.68 4.20 -1.14
H -2.90 -1.81 -0.14
H 1.69 -3.31 0.23
C -0.46 3.39 -1.90
C -1.41 -1.36 -1.64
H -4.87 1.56 1.23
C -3.36 2.31 0.08
C 4.55 -2.06 -1.01
N 2.45 2.11 -3.34
C 1.87 -1.48 -0.59
H -1.80 -1.50 3.57
N 0.00 -2.10 0.98
C -2.35 -2.29 -0.95
H -1.63 0.17 -3.15
N -3.94 1.36 0.90
H -0.06 0.27 -1.45
S -4.15 3.76 -0.47
C -1.68 3.23 -1.08
F 1.46 3.11 2.70
C 1.20 -3.01 2.97
C 0.70 -1.94 2.14
C 2.37 -2.74 -0.38
C -2.31 -0.49 -2.57
H -3.10 -2.61 -1.77
H 3.41 2.43 -3.18
H -1.17 -3.04 -3.08
O -2.19 -0.33 1.86
H 2.30 -3.43 4.74
C 1.42 2.88 -2.84
H -3.38 -1.84 2.80
C 4.06 -0.72 -1.08
C -0.58 -2.25 -2.59
Nb -0.54 0.31 1.14
F -0.62 2.07 2.38
B 0.52 2.93 1.77
H -0.05 -1.66 -3.33
H -2.90 -1.07 -3.27
F -0.11 3.97 1.22
H 2.36 0.61 -0.94
C -0.46 -0.56 -0.86
H 5.50 -2.26 -1.46
H 1.37 0.71 4.24
C 3.70 -3.06 -0.61
H -2.50 5.21 -1.41
N -2.06 2.14 -0.28
N 0.35 2.34 -2.23
H 1.22 -3.94 2.49
H 0.23 -2.82 -2.06
H -3.32 0.59 1.24
H 4.71 0.10 -1.36
H 2.43 -1.10 5.55
H -0.61 5.50 -2.43
H -2.92 0.16 -1.95
C 1.90 -1.32 4.60
H -3.15 -0.29 3.71
C 0.82 -0.54 2.56
C -2.71 -1.01 3.06
C 2.71 -0.40 -0.87
H 2.36 1.11 -3.16
C -0.03 4.62 -2.35
H -1.98 -3.16 -0.45
C 1.39 -0.28 3.83
F 0.96 1.91 0.79
C 1.84 -2.69 4.16
H 4.05 -4.07 -0.59
S 1.54 4.68 -2.92
*
```

Calculated values
Highest occupied orbital energy = -0.265 Eh
Frontier orbital gap = 0.24886 Eh

# 7
This record from OMol25 describes C24H28CdN9O3S3Se as an isolated structure. The level of theory is wB97M-V/def2-TZVPD.

The geometry in ORCA input format:
```
! RIJCOSX wB97M-V def2-TZVPD def2/J DEFGRID3
* xyz -1 1
H 5.81 -4.40 3.75
C 4.07 -1.06 2.58
H -4.17 4.11 -3.20
O 3.49 0.46 -0.91
C -0.65 -5.42 1.40
C 1.23 1.35 1.88
O 4.18 1.64 1.13
H 5.01 -4.00 0.26
N -2.32 3.67 -2.18
O 3.21 -1.23 -3.27
C -0.22 2.89 3.52
C -0.82 2.06 2.59
N 0.97 -0.85 -2.21
C -2.55 4.30 -0.89
H -2.19 -1.03 -2.35
S 3.38 0.59 0.55
H -2.70 3.54 -0.13
H 1.70 3.32 4.40
C 4.55 -2.24 3.12
H -3.62 1.23 -2.20
N 5.41 -4.49 2.83
H -1.29 -6.44 -1.15
N -0.43 -4.89 0.07
H -1.12 -4.65 2.02
C -2.66 2.83 -4.17
C 1.15 2.78 3.63
C -1.22 2.94 -2.45
Cd -0.03 -0.42 -0.14
C -2.52 -0.53 -1.44
H 0.51 1.87 -4.19
H -0.49 -4.74 -3.16
C 4.27 -1.99 0.36
H -4.21 1.67 0.40
C -3.22 3.61 -3.23
C -0.39 -4.63 -2.09
H 4.64 -2.35 4.19
C -3.61 0.85 0.01
C -3.02 -0.15 0.77
N -1.43 2.43 -3.69
H -1.68 4.89 -0.62
C -0.78 -5.49 -1.12
H -3.09 -0.28 1.84
H 5.98 -5.04 2.21
S 0.79 -2.64 1.01
H 0.93 -1.89 -2.16
H -1.90 1.99 2.49
Se 0.25 2.74 -1.37
H 3.79 -0.23 3.21
H -0.74 1.51 -5.42
C -3.30 0.62 -1.36
C 4.76 -3.17 0.91
N 0.21 -3.52 -1.54
H -3.43 4.94 -0.97
C 4.92 -3.29 2.28
H -0.80 3.55 4.16
H -2.10 -2.07 0.12
N 1.89 2.01 2.84
H 0.29 -5.69 1.87
C 3.93 -0.94 1.20
C -0.51 1.52 -4.36
S 2.25 -0.26 -2.77
C -2.30 -1.03 -0.11
H -3.02 2.53 -5.14
H 4.14 -1.89 -0.71
H -0.61 0.52 -3.94
C 0.17 -3.70 -0.22
H -1.30 -6.29 1.33
N 1.83 0.64 0.88
N -0.12 1.28 1.79
*
```

Calculated values
Highest occupied orbital energy = -0.156 Eh
Frontier orbital gap = 0.25021 Eh

# 8
This record from OMol25 describes C24H28ClLuNOP as an isolated structure in a non-equilibrium geometry. The level of theory is wB97M-V/def2-TZVPD.

The geometry in ORCA input format:
```
! RIJCOSX wB97M-V def2-TZVPD def2/J DEFGRID3
* xyz 2 1
H 1.96 5.01 1.31
C 1.70 2.94 0.75
C -5.77 -2.45 -0.26
H -2.44 -0.81 1.80
H -5.72 -3.37 1.68
C -5.01 -2.86 1.00
H -0.05 -0.19 -2.39
C 3.93 -0.35 1.45
C 5.19 -2.40 1.18
H -6.29 -3.34 -0.64
C -4.40 -1.71 1.79
C 2.29 1.35 -4.34
H 4.37 -3.84 -0.22
C 3.19 1.75 -3.35
H -4.18 -2.02 2.81
C 5.03 -1.15 1.79
C -4.88 -1.90 -1.37
C -3.03 -0.90 -0.13
C -4.18 -0.59 -0.97
P 1.49 0.20 0.08
H 1.52 4.59 3.72
H 0.95 0.40 2.91
Lu -0.31 -1.86 0.33
C 1.14 0.63 -4.00
O -1.83 -0.92 -0.64
H -0.58 6.88 -1.94
C 2.95 1.42 -2.01
C 1.50 3.76 3.01
H 0.97 2.29 4.52
C 3.00 -0.79 0.50
H 4.09 2.31 -3.62
C 3.16 -2.06 -0.10
H 0.44 0.29 -4.77
C 1.75 4.00 1.65
H -4.13 -2.65 -1.66
H -3.84 -0.07 -1.86
H -5.07 -0.84 1.82
H 3.80 0.63 1.92
C 4.26 -2.86 0.24
C 1.20 2.47 3.46
C 1.47 1.63 1.20
H 2.48 1.60 -5.38
H -4.86 0.08 -0.42
C 1.78 0.72 -1.65
N -3.11 -1.30 1.16
H -4.23 -3.60 0.77
H -6.54 -1.72 0.00
H 1.87 3.13 -0.31
H 6.04 -3.02 1.44
H 3.67 1.70 -1.24
H 5.75 -0.80 2.53
H -5.50 -1.72 -2.26
C 1.18 1.41 2.56
H -0.58 7.08 -1.22
C 0.87 0.34 -2.66
Cl -0.93 -4.09 0.88
H 2.45 -2.41 -0.86
*
```

Calculated values
Highest occupied orbital energy = -0.534 Eh
Frontier orbital gap = 0.25226 Eh